# 1
The following is a DFT calculation (wB97M-V/def2-TZVPD) of a single C15H14FN3O2S molecule.

```
! wB97M-V def2-TZVPD RIJCOSX def2/J DEFGRID3
* xyz 0 1
O 1.8960 -0.5539 0.4400
C 1.2574 -0.4158 -0.5991
N 1.8040 -0.7092 -1.8933
N 3.1981 -1.1268 -2.1129
C 4.2224 -1.1539 -1.1220
C 5.5168 -1.7942 -1.6245
C 5.9872 -2.2015 -2.8450
C 7.3047 -2.2920 -3.0214
C 7.8889 -2.3275 -1.7916
S 6.6956 -1.9140 -0.4658
H 8.8151 -2.6922 -1.6720
H 7.8866 -2.6026 -4.0091
H 5.3452 -1.8335 -3.6618
H 3.9551 -1.1725 -0.2857
H 1.4441 -0.6039 -2.6874
C -0.0268 -0.2165 -0.7890
C -0.6799 0.2498 0.7028
C -2.1250 0.5601 0.4343
O -2.8490 0.7280 -0.7545
N -2.7409 0.8508 1.5442
C -3.9689 1.4320 1.8397
C -4.9782 1.2827 0.7695
C -6.3440 1.7953 1.1105
C -6.6019 1.9415 2.4908
C -5.6332 2.2492 3.3383
C -4.4438 1.6721 3.1898
H -3.5570 1.5665 4.1333
H -5.9840 2.2790 4.4077
F -7.7971 2.3763 2.8894
H -7.1014 1.8880 0.5164
H -4.7967 1.3002 -0.2575
H -2.0478 1.0477 2.3908
H -0.6328 -0.5744 1.1905
H -0.0771 1.1444 1.0809
H -0.0997 0.7613 -1.4429
H -0.7322 -0.9404 -1.4334
*
```

Orbital gap   8.1 eV
Lowest unoccupied orbital energy   -0.04 eV
Relative energy (zero: lowest compared OMol25 entry of this formula, charge and spin)   245.21 kcal per mole
Highest occupied orbital energy   -8.184 eV

# 2
The following is a DFT calculation (wB97M-V/def2-TZVPD) of a single C3H4Cl2O molecule.

```
! wB97M-V def2-TZVPD RIJCOSX def2/J DEFGRID3
* xyz 0 1
C 0.5212 0.3918 2.3347
C -0.3682 0.0778 -0.0614
C 0.7335 -0.3677 0.8809
O 0.0710 -0.0984 3.3064
Cl 1.0402 2.0562 2.2583
Cl 0.7303 -2.1084 1.1554
H -1.3095 -0.4003 0.1955
H -0.1129 -0.1799 -1.0881
H -0.4886 1.1583 0.0006
H 1.7215 -0.0714 0.5215
*
```

Orbital gap   11.4 eV
Lowest unoccupied orbital energy   0.67 eV
Relative energy (zero: lowest compared OMol25 entry of this formula, charge and spin)   0.00 kcal per mole
Highest occupied orbital energy   -10.734 eV

# 3
The following is a DFT calculation (wB97M-V/def2-TZVPD) of 2 unconnected molecules or ions with the total composition C8H6ClN3O4P.

```
! wB97M-V def2-TZVPD RIJCOSX def2/J DEFGRID3
* xyz -1 1
O -0.9693 0.1479 -4.1915
P -2.0001 -0.6210 -3.1641
Cl -1.5627 -2.5638 -3.7408
C -1.0301 -0.5876 -1.6239
C 0.2131 0.0848 -1.5110
C 0.8683 0.1418 -0.3206
C 0.3194 -0.4879 0.8152
N 0.9939 -0.4379 2.0010
C 0.4224 -1.0344 3.0077
C -0.8310 -1.7047 2.9017
N -1.5017 -1.7742 1.7860
C -0.9261 -1.1587 0.7092
C -1.5908 -1.1884 -0.5293
H -1.0736 1.1035 -4.0861
H 0.6321 0.5665 -2.3840
H 1.8033 0.6907 -0.2472
H 0.9316 -1.0099 3.9684
H -1.2530 -2.1805 3.7841
H -2.5522 -1.6906 -0.5806
N 2.2766 3.4295 0.8552
O 2.9084 2.5054 0.2886
O 2.6271 3.8240 1.9817
O 1.2942 3.9453 0.2804
*
```

Orbital gap   6.4 eV
Lowest unoccupied orbital energy   2.00 eV
Highest occupied orbital energy   -4.401 eV

# 4
The following is a DFT calculation (wB97M-V/def2-TZVPD) of 5 unconnected molecules or ions with the total composition C21H27F12O8P.

```
! wB97M-V def2-TZVPD RIJCOSX def2/J DEFGRID3
* xyz 0 1
C -7.8939 -10.6074 -5.6426
C -6.9406 -10.4755 -4.9291
C -5.7544 -10.2601 -4.0998
P -5.4102 -8.4290 -4.1249
C -3.6621 -8.3515 -3.5904
C -2.9215 -7.3096 -3.9648
H -8.7398 -10.4517 -6.2679
H -5.9918 -10.6020 -3.0922
H -4.9109 -10.8072 -4.5174
H -6.2185 -7.9898 -3.0474
H -3.2122 -9.1365 -2.9882
H -1.8469 -7.3562 -4.0955
H -3.4115 -6.3622 -4.1683
C -0.9359 -5.2832 -1.1708
C -2.3815 -4.8556 -1.2962
O -2.7662 -3.9962 -0.2008
C -2.4224 -2.7261 -0.3128
O -1.8321 -2.2163 -1.2194
C -2.9344 -1.9364 0.9084
F -2.6873 -2.5857 2.0489
F -4.2558 -1.7489 0.8123
F -2.3463 -0.7440 0.9725
H -0.7605 -5.7515 -0.2020
H -0.6867 -5.9940 -1.9575
H -0.2646 -4.4286 -1.2521
H -3.0380 -5.7204 -1.2320
H -2.5749 -4.3584 -2.2458
C 1.0282 0.7451 -0.2985
C 1.3731 -0.7261 -0.2342
O 2.4359 -1.0565 -1.1554
C 3.6646 -0.7922 -0.7446
O 3.9890 -0.3136 0.3012
C 4.6756 -1.2417 -1.8185
F 4.2917 -0.8632 -3.0415
F 4.7839 -2.5781 -1.8131
F 5.8762 -0.7258 -1.5806
H 0.7843 1.0290 -1.3231
H 0.1754 0.9611 0.3418
H 1.8727 1.3446 0.0203
H 0.5238 -1.3317 -0.5436
H 1.6489 -1.0311 0.7749
C -2.7500 6.3773 2.3584
C -2.3392 4.9225 2.4007
O -1.2536 4.6577 1.4858
C -0.0429 4.9697 1.9165
O 0.2495 5.4427 2.9735
C 0.9980 4.5864 0.8485
F 0.6207 4.9688 -0.3745
F 1.1722 3.2568 0.8233
F 2.1749 5.1525 1.1099
H -2.9980 6.6737 1.3390
H -3.6194 6.5389 2.9943
H -1.9438 7.0226 2.7056
H -3.1539 4.2830 2.0690
H -2.0578 4.6110 3.4056
C 5.8390 6.4021 1.5241
C 4.5912 6.6231 2.3504
O 4.9240 6.9808 3.7093
C 5.2379 8.2483 3.9162
O 5.2741 9.1242 3.1039
C 5.5220 8.4728 5.4149
F 6.3022 7.5091 5.9147
F 4.3726 8.4750 6.1034
F 6.1263 9.6400 5.6095
H 6.4805 5.6572 1.9956
H 5.5706 6.0568 0.5262
H 6.4150 7.3221 1.4285
H 4.0191 5.7049 2.4253
H 3.9463 7.3841 1.9135
*
```

Orbital gap   9.5 eV
Lowest unoccupied orbital energy   0.44 eV
Highest occupied orbital energy   -9.073 eV

no.,E_tot (eV)
1,-37889.2594
2,-30268.2767
3,-42864.3934
4,-80491.3830